Entry 1:
Molecular formula: C3H7ClF2
Method: DFT, ωB97M-V/def2-TZVPD

HOMO-LUMO gap = 0.42196 hartree
LUMO = 0.938 eV
multiplicity = 1
HOMO = -10.544 eV
SMILES = CCCl.FCF

Structure (XYZ):
```
13
Properties=species:S:1:pos:R:3:mulliken_charge:R:1
C 0.3529 -0.0637 0.9916 -0.5337
C 1.1257 0.4514 -0.2081 -0.3219
Cl 2.8313 -0.1010 -0.1741 -0.2299
H 0.3468 -1.1560 1.0114 0.3521
H 0.7911 0.2947 1.9281 0.3866
H -0.6803 0.2921 0.9400 -0.2081
H 1.1503 1.5416 -0.2346 0.3140
H 0.6987 0.0901 -1.1474 0.2819
F -2.3030 1.0710 -0.2782 -0.2143
C -2.6106 -0.1608 0.1980 -0.0838
F -1.8774 -1.0875 -0.4670 -0.2129
H -3.6706 -0.3553 0.0186 0.2124
H -2.3539 -0.2033 1.2616 0.2579
```

=====

Entry 2:
Molecular formula: C32H46BN10O3PReSiTe
Method: DFT, ωB97M-V/def2-TZVPD

HOMO-LUMO gap (alpha / beta) = 0.24797 / 0.18107 hartree
<S²> = 0.76
LUMO (alpha / beta) = -0.438 / -2.266 eV
multiplicity = 2
HOMO (alpha / beta) = -7.186 / -7.193 eV

Structure (XYZ):
```
96
Properties=species:S:1:pos:R:3:mulliken_charge:R:1
Re -0.1595 -0.3480 -0.7029 -0.5401
C -0.0197 3.2386 -0.0326 -1.3936
C 1.1613 2.4001 0.3125 0.5599
C 2.3132 2.7984 0.9852 -1.5548
C 3.0781 1.6531 1.1350 0.9726
C 4.3948 1.4867 1.8154 -1.4671
N 2.4149 0.6410 0.5640 1.0985
N 1.2313 1.0908 0.0497 0.2940
B 2.8032 -0.8477 0.4455 -1.8223
N 1.7610 -1.6824 1.2050 1.1110
N 0.4483 -1.5481 0.8876 0.5475
C -0.2529 -2.2965 1.7511 1.1882
C -1.7356 -2.4429 1.7231 -1.5877
C 0.6362 -2.9268 2.6250 -1.5218
C 1.9048 -2.5114 2.2461 0.2105
C 3.2340 -2.8878 2.8108 -1.4096
N 2.7649 -1.2434 -1.0374 0.5891
N 1.6584 -0.9271 -1.7617 0.3018
C 1.9772 -1.0783 -3.0481 0.6251
C 1.0615 -0.7625 -4.1802 -0.9541
C 3.3000 -1.5263 -3.1491 -1.5489
C 3.7691 -1.6029 -1.8555 0.8416
C 5.1203 -1.9916 -1.3571 -1.4063
H 0.0997 4.2305 0.3998 0.4324
H -0.1365 3.3554 -1.1106 0.2509
H -0.9285 2.7974 0.3751 0.1619
H 2.5517 3.7891 1.3353 0.5823
H 4.7343 2.4509 2.1885 0.4059
H 4.3094 0.8019 2.6607 0.2217
H 5.1514 1.0930 1.1362 0.2556
H 3.8886 -1.0339 0.9078 -0.0270
H -2.1207 -2.3947 0.7048 0.0424
H -2.0110 -3.4034 2.1566 0.6327
H -2.2137 -1.6618 2.3154 -0.1028
H 0.3863 -3.6112 3.4184 0.5144
H 3.0940 -3.5937 3.6275 0.3913
H 3.8657 -3.3543 2.0542 0.2725
H 3.7649 -2.0153 3.1938 0.2085
H 0.2766 -0.0808 -3.8678 -0.2201
H 1.6283 -0.2912 -4.9834 0.5040
H 0.5991 -1.6656 -4.5785 0.1685
H 3.8421 -1.7500 -4.0526 0.5367
H 5.7514 -2.2716 -2.1981 0.3921
H 5.6007 -1.1703 -0.8244 0.2292
H 5.0617 -2.8404 -0.6746 0.2339
N -1.7218 0.3286 0.3917 1.0139
C -2.6189 0.7462 1.0038 0.4396
C -3.6850 1.2188 1.7310 0.1681
C -4.2789 0.3817 2.7100 -0.2023
N -4.7656 -0.3001 3.5037 -0.6393
C -4.1445 2.5415 1.4952 -0.1462
N -4.4880 3.6242 1.2941 -0.6402
C 0.0286 4.5708 5.1020 -1.3754
C 0.7144 3.2511 4.8474 0.2201
O -0.2397 2.1888 5.1031 -0.0750
P -0.2766 0.9326 4.1274 -0.5773
O -0.1310 1.2363 2.7009 0.1071
Te 1.5260 -0.4914 4.9591 0.0009
O -1.6548 0.2555 4.4614 0.3137
C -2.0966 -0.1063 5.7943 -0.3737
C -2.9166 0.9985 6.4172 -1.0885
H 0.7305 5.3894 4.9357 0.4111
H -0.3314 4.6280 6.1292 0.3183
H -0.8181 4.6948 4.4271 0.3318
H 1.5625 3.1006 5.5172 0.3297
H 1.0606 3.1746 3.8152 -0.0584
H -1.2224 -0.3574 6.4001 0.3747
H -2.6919 -1.0055 5.6520 0.2827
H -2.3140 1.8905 6.5795 0.2065
H -3.3027 0.6562 7.3791 0.4098
H -3.7621 1.2428 5.7760 0.2831
C -2.7428 -0.6270 -4.4572 -1.5618
Si -2.3375 -0.5059 -2.6315 0.6654
C -3.9478 -0.6915 -1.7007 -1.2220
C -1.4834 1.1721 -2.4045 -1.4682
N -1.0914 -1.5444 -1.9558 1.3498
C -0.8000 -2.8902 -2.2893 0.2588
C -0.1162 -3.7185 -1.3951 -0.1804
C 0.1890 -5.0294 -1.7234 -1.0295
C -0.1808 -5.5567 -2.9526 -0.6289
C -0.8620 -4.7484 -3.8488 -0.8029
C -1.1648 -3.4341 -3.5242 -0.7221
H -3.3747 0.2371 -4.6914 0.4498
H -3.3195 -1.5193 -4.7061 0.3992
H -1.8647 -0.5771 -5.1040 0.3654
H -4.7389 -1.0348 -2.3708 0.4880
H -4.2770 0.2476 -1.2514 0.3455
H -3.8476 -1.4191 -0.8932 0.2566
H -2.1401 1.8885 -1.9074 0.6934
H -1.1938 1.5781 -3.3759 0.5532
H -0.5243 1.2556 -1.8187 0.3605
H 0.1823 -3.3267 -0.4360 0.6825
H 0.7191 -5.6439 -1.0061 0.4548
H 0.0569 -6.5812 -3.2070 0.3844
H -1.1591 -5.1376 -4.8146 0.4272
H -1.6805 -2.8230 -4.2491 0.2263
```

=====

Entry 3:
Molecular formula: C5H7NO
Method: DFT, ωB97M-V/def2-TZVPD

HOMO-LUMO gap (alpha / beta) = 0.27024 / 0.28422 hartree
LUMO (alpha / beta) = -0.304 / -0.164 eV
multiplicity = 1
HOMO (alpha / beta) = -7.658 / -7.898 eV

Structure (XYZ):
```
14
Properties=species:S:1:pos:R:3:mulliken_charge:R:1
C -0.3383 0.0991 1.3416 -0.4651
C 0.9895 -0.1629 0.5926 0.0360
O 1.0629 -1.4147 -0.0776 -0.3739
C 0.1820 -1.0686 -1.2515 0.1619
C -1.1720 -1.0393 -0.7457 -0.5634
N -0.9534 0.0987 -0.0354 -0.0345
C 0.2883 0.3980 -0.6617 -0.4645
H -0.8056 -0.6121 2.0227 0.2867
H -0.3510 1.1128 1.7523 0.2525
H 1.9416 0.1494 1.0259 0.3989
H 0.5714 -1.4492 -2.1912 0.4078
H 0.4091 2.9321 -0.1274 0.0951
H -2.0922 -1.6058 -0.8006 0.3809
H 0.4217 2.3072 -0.5504 -0.1185
```

=====

For the records above, the corresponding energy values read -21181.6567 -82246.6708 -8828.0563 eV.
For the records above, the corresponding ΔE to the lowest compared entry with this formula, charge and spin values read 0.9 1.8 187.9 kcal/mol.